(1)
{"formula": "C26H28N6S3SiV", "method": "the ωB97M-V functional and the def2-TZVPD basis", "total_energy_ha": -3764.32307, "multiplicity": 4, "homo_lumo_gap_ev": [6.60, 7.25], "species": ["V", "N", "C", "S", "N", "N", "C", "C", "C", "C", "C", "C", "C", "C", "C", "C", "C", "C", "N", "H", "H", "H", "H", "H", "H", "H", "H", "H", "H", "H", "C", "Si", "C", "C", "C", "C", "C", "C", "N", "C", "S", "H", "H", "H", "H", "H", "H", "H", "H", "H", "H", "H", "H", "S", "C", "N", "C", "C", "C", "C", "H", "H", "H", "H", "H"], "coordinates": [[0.29, 0.08, 0.02], [2.33, -2.77, 2.50], [1.74, -1.63, 2.04], [2.50, -0.80, 0.73], [0.64, -1.25, 2.66], [0.14, -0.14, 2.05], [-0.33, 0.84, 2.75], [-0.57, 0.78, 4.21], [0.02, 1.69, 5.08], [-0.21, 1.62, 6.45], [-1.05, 0.64, 6.95], [-1.65, -0.27, 6.09], [-1.41, -0.21, 4.73], [-0.53, 2.09, 1.98], [-1.14, 3.22, 2.51], [-1.17, 4.38, 1.76], [-0.59, 4.39, 0.51], [-0.01, 3.22, 0.04], [0.01, 2.10, 0.75], [3.29, -2.92, 2.23], [2.06, -3.07, 3.42], [0.69, 2.45, 4.69], [0.27, 2.32, 7.11], [-1.24, 0.58, 8.02], [-2.31, -1.04, 6.48], [-1.86, -0.92, 4.05], [-1.58, 3.17, 3.50], [-1.65, 5.27, 2.16], [-0.57, 5.29, -0.10], [0.45, 3.17, -0.94], [-0.91, -0.36, -5.72], [0.31, -1.73, -5.25], [2.08, -1.17, -5.54], [-0.06, -3.22, -6.33], [0.08, -2.28, -3.45], [-0.22, -3.60, -3.13], [-0.35, -4.02, -1.82], [-0.21, -3.08, -0.82], [0.06, -1.80, -1.09], [0.22, -1.40, -2.36], [0.68, 0.29, -2.51], [-0.94, -0.26, -6.81], [-0.61, 0.59, -5.29], [-1.92, -0.59, -5.37], [2.23, -0.89, -6.59], [2.78, -1.97, -5.29], [2.31, -0.31, -4.91], [-0.01, -2.93, -7.38], [-1.07, -3.61, -6.15], [0.65, -4.03, -6.18], [-0.34, -4.33, -3.93], [-0.57, -5.05, -1.57], [-0.31, -3.33, 0.23], [-2.34, 0.16, -0.12], [-2.81, 1.47, -1.08], [-2.09, 1.83, -2.18], [-2.39, 2.85, -3.00], [-3.49, 3.62, -2.77], [-4.29, 3.30, -1.67], [-3.97, 2.25, -0.84], [-1.22, 1.27, -2.36], [-1.70, 2.99, -3.82], [-3.74, 4.43, -3.44], [-5.18, 3.89, -1.46], [-4.57, 2.00, 0.02]]}



(2)
{"formula": "C26H29AuFN7O6", "method": "the ωB97M-V functional and the def2-TZVPD basis", "total_energy_ha": -2077.93878, "charge": 2, "homo_lumo_gap_ev": 5.37, "species": ["Au", "O", "C", "O", "C", "C", "C", "C", "C", "N", "H", "H", "H", "H", "C", "C", "N", "C", "C", "C", "O", "O", "C", "O", "C", "C", "C", "F", "C", "C", "C", "N", "C", "C", "N", "C", "C", "H", "H", "H", "H", "H", "H", "H", "H", "H", "H", "H", "H", "H", "H", "H", "H", "H", "H", "C", "N", "C", "C", "O", "N", "C", "N", "H", "H", "H", "H", "H", "H", "H"], "coordinates": [[0.13, -0.18, 0.02], [1.89, 0.06, 3.73], [1.58, -0.08, 2.57], [0.43, -0.31, 2.09], [2.72, -0.01, 1.51], [4.05, 0.01, 1.90], [5.01, 0.04, 0.91], [4.62, 0.06, -0.42], [3.27, 0.05, -0.71], [2.35, 0.01, 0.24], [4.28, -0.02, 2.96], [6.06, 0.05, 1.17], [5.35, 0.07, -1.22], [2.91, 0.08, -1.73], [-7.46, 1.10, -1.60], [-6.95, 1.25, -0.17], [-5.50, 1.35, -0.12], [-4.79, 0.21, -0.06], [-3.43, 0.12, 0.02], [-2.86, -1.34, 0.01], [-3.70, -2.17, 0.29], [-1.67, -1.49, -0.34], [-2.63, 1.30, 0.14], [-1.43, 1.42, 0.39], [-3.42, 2.53, -0.06], [-2.72, 3.73, -0.14], [-3.38, 4.91, -0.31], [-2.62, 6.03, -0.38], [-4.79, 4.99, -0.40], [-5.47, 3.77, -0.37], [-4.82, 2.54, -0.19], [-5.48, 6.18, -0.57], [-6.75, 6.40, 0.09], [-7.69, 7.14, -0.88], [-6.87, 8.00, -1.78], [-5.73, 8.57, -1.03], [-4.75, 7.44, -0.72], [-8.54, 1.00, -1.60], [-7.04, 0.21, -2.07], [-7.19, 1.97, -2.21], [-7.25, 0.37, 0.41], [-7.39, 2.12, 0.31], [-5.36, -0.71, -0.05], [-1.64, 3.73, -0.05], [-6.54, 3.77, -0.50], [-6.61, 6.98, 1.00], [-7.20, 5.46, 0.38], [-8.38, 7.77, -0.32], [-8.27, 6.44, -1.49], [-7.45, 8.73, -2.21], [-6.48, 7.42, -2.53], [-6.12, 9.04, -0.12], [-5.23, 9.34, -1.62], [-4.18, 7.70, 0.18], [-4.04, 7.33, -1.54], [0.73, -1.55, -5.31], [0.26, -0.79, -4.19], [-0.29, 0.54, -4.31], [-0.52, 0.94, -2.85], [-1.05, 1.93, -2.45], [-0.03, -0.10, -2.09], [0.34, -1.10, -2.89], [0.77, -2.26, -2.40], [0.14, -1.29, -6.19], [0.63, -2.62, -5.13], [1.78, -1.32, -5.52], [-1.24, 0.54, -4.86], [0.40, 1.23, -4.81], [0.52, -2.46, -1.44], [0.88, -3.06, -3.01]]}



(3)
{"formula": "C26H29BBrF2N3O8P2S", "method": "the ωB97M-V functional and the def2-TZVPD basis", "smiles": "CCOP(=O)(CCc1c(F)c2c(c(F)c1CC(=O)Br)C(=O)c1c([PH2]=S)c(CN)c(N=C=O)c(B(O)N(C)C)c1C2=O)OCC", "total_energy_ha": -5653.95694, "homo_lumo_gap_ev": 7.51, "species": ["C", "C", "O", "P", "O", "C", "C", "C", "C", "F", "C", "C", "C", "F", "C", "C", "C", "O", "Br", "C", "O", "C", "C", "P", "S", "C", "C", "N", "C", "N", "C", "O", "C", "B", "O", "N", "C", "C", "C", "C", "O", "O", "C", "C", "H", "H", "H", "H", "H", "H", "H", "H", "H", "H", "H", "H", "H", "H", "H", "H", "H", "H", "H", "H", "H", "H", "H", "H", "H", "H", "H", "H", "H"], "coordinates": [[1.40, 6.33, -2.93], [-0.14, 6.25, -3.07], [-0.59, 5.05, -3.72], [-0.44, 3.69, -2.82], [0.75, 2.97, -3.30], [-1.99, 2.71, -3.08], [-1.70, 1.26, -3.56], [-1.82, 0.17, -2.48], [-0.68, -0.62, -2.26], [0.45, -0.40, -2.93], [-0.68, -1.66, -1.34], [-1.86, -1.92, -0.64], [-2.99, -1.14, -0.81], [-4.08, -1.46, -0.10], [-2.98, -0.10, -1.73], [-4.28, 0.69, -1.90], [-4.85, 1.19, -0.54], [-6.02, 1.18, -0.34], [-3.69, 1.81, 0.91], [-1.84, -3.10, 0.33], [-2.81, -3.82, 0.39], [-0.55, -3.29, 1.10], [-0.55, -3.73, 2.43], [-2.12, -4.07, 3.32], [-2.76, -2.36, 4.05], [0.71, -3.87, 3.06], [0.79, -4.35, 4.51], [1.65, -3.49, 5.37], [1.88, -3.56, 2.37], [3.19, -3.64, 2.98], [3.50, -4.81, 3.26], [3.64, -5.82, 3.83], [1.88, -3.10, 1.03], [3.26, -2.75, 0.31], [3.80, -3.73, -0.53], [3.96, -1.51, 0.43], [3.65, -0.77, 1.68], [5.44, -1.68, 0.37], [0.64, -3.00, 0.41], [0.53, -2.55, -1.04], [1.29, -2.89, -1.91], [-0.17, 4.04, -1.25], [-1.38, 4.39, -0.53], [-1.12, 5.53, 0.50], [1.70, 5.64, -2.12], [1.81, 6.02, -3.90], [1.75, 7.36, -2.73], [-0.43, 7.09, -3.74], [-0.67, 6.45, -2.12], [-2.69, 2.77, -2.24], [-2.51, 3.22, -3.92], [-2.41, 0.98, -4.36], [-0.70, 1.18, -4.01], [-5.04, -0.02, -2.26], [-4.23, 1.49, -2.65], [-3.13, -4.57, 2.49], [-1.95, -5.03, 4.36], [1.23, -5.37, 4.47], [-0.18, -4.46, 5.00], [1.50, -2.53, 5.05], [1.23, -3.55, 6.30], [3.29, -3.76, -1.36], [4.15, 0.21, 1.62], [4.04, -1.28, 2.58], [2.57, -0.58, 1.73], [5.86, -1.38, -0.60], [5.90, -1.01, 1.12], [5.74, -2.70, 0.66], [-1.85, 3.51, -0.08], [-2.09, 4.82, -1.27], [-0.19, 6.04, 0.20], [-1.06, 5.12, 1.52], [-1.93, 6.27, 0.41]]}



(4)
{"formula": "C26H29BN2NiO3S5Si", "method": "the ωB97M-V functional and the def2-TZVPD basis", "total_energy_ha": -5157.21453, "charge": -2, "homo_lumo_gap_ev": 4.81, "species": ["Ni", "S", "S", "S", "S", "O", "H", "H", "C", "C", "C", "C", "C", "C", "Si", "C", "C", "C", "C", "C", "C", "H", "H", "H", "H", "H", "H", "H", "H", "H", "H", "H", "C", "C", "C", "C", "C", "C", "C", "C", "O", "B", "O", "C", "C", "H", "H", "H", "H", "H", "H", "H", "H", "H", "H", "H", "H", "S", "C", "N", "C", "C", "C", "N", "H", "H", "H", "H"], "coordinates": [[-0.46, 0.16, 0.02], [-0.64, 2.04, 1.18], [-1.48, 3.45, -0.17], [-2.60, 2.25, -1.38], [-1.26, 0.95, -2.23], [-2.43, -0.77, 0.23], [-2.32, -1.16, 1.13], [-2.87, 0.07, 0.39], [3.42, -3.97, 2.49], [2.06, -4.18, 2.30], [1.37, -3.42, 1.36], [2.00, -2.45, 0.58], [3.37, -2.27, 0.79], [4.07, -3.01, 1.74], [1.02, -1.32, -0.64], [0.38, -2.55, -1.97], [0.75, -2.38, -3.31], [0.26, -3.21, -4.31], [-0.61, -4.24, -4.01], [-1.01, -4.42, -2.69], [-0.52, -3.58, -1.69], [3.96, -4.55, 3.23], [1.53, -4.91, 2.90], [0.30, -3.57, 1.27], [3.89, -1.51, 0.22], [5.13, -2.83, 1.88], [2.21, -0.76, -1.38], [1.43, -1.58, -3.57], [0.57, -3.04, -5.34], [-1.00, -4.88, -4.79], [-1.71, -5.21, -2.43], [-0.88, -3.72, -0.68], [6.82, 3.50, 2.33], [6.86, 2.82, 0.95], [7.48, 1.42, 1.10], [7.78, 3.64, 0.04], [5.44, 2.70, 0.39], [5.04, 3.29, -0.79], [3.74, 3.17, -1.30], [2.84, 2.43, -0.58], [1.56, 2.15, -0.86], [1.03, 1.32, 0.21], [2.18, 1.14, 1.15], [3.22, 1.82, 0.63], [4.50, 1.94, 1.12], [7.83, 3.60, 2.74], [6.22, 2.93, 3.03], [6.38, 4.50, 2.24], [8.49, 1.50, 1.52], [7.54, 0.92, 0.13], [6.89, 0.79, 1.76], [8.78, 3.68, 0.48], [7.41, 4.67, -0.07], [7.85, 3.20, -0.95], [5.75, 3.88, -1.37], [3.45, 3.64, -2.23], [4.75, 1.45, 2.05], [-2.15, -2.38, 3.16], [-0.62, -1.98, 3.73], [0.18, -1.11, 3.04], [1.41, -0.76, 3.44], [1.90, -1.27, 4.60], [1.06, -2.13, 5.30], [-0.15, -2.48, 4.91], [-0.12, -0.73, 2.09], [1.93, -0.09, 2.77], [2.90, -1.02, 4.95], [1.39, -2.58, 6.23]]}



(5)
{"formula": "C26H29BeN2O4", "method": "the ωB97M-V functional and the def2-TZVPD basis", "total_energy_ha": -1433.32435, "charge": -1, "homo_lumo_gap_ev": [5.93, 4.26], "species": ["C", "C", "C", "H", "C", "C", "H", "H", "H", "H", "C", "C", "C", "H", "C", "C", "H", "H", "H", "H", "Be", "O", "C", "C", "H", "H", "H", "H", "C", "C", "C", "H", "C", "H", "C", "H", "C", "H", "C", "C", "C", "C", "C", "C", "O", "N", "C", "O", "N", "C", "O", "H", "H", "H", "H", "H", "H", "H", "H", "H", "H", "H"], "coordinates": [[0.64, -1.68, 1.76], [-0.77, -1.62, 1.65], [-1.13, -2.09, 0.35], [-1.45, -1.36, 2.46], [0.08, -2.41, -0.35], [1.17, -2.19, 0.54], [2.19, -2.55, 0.37], [1.21, -1.46, 2.67], [-2.15, -2.29, 0.00], [0.16, -2.90, -1.32], [-1.21, 1.94, 0.06], [-1.17, 1.52, 1.43], [0.16, 1.66, 1.88], [-2.01, 1.27, 2.06], [0.97, 2.15, 0.82], [0.14, 2.24, -0.36], [0.44, 2.78, -1.26], [-2.13, 2.20, -0.48], [0.49, 1.46, 2.90], [1.97, 2.58, 0.88], [0.05, 0.36, -0.52], [-0.74, 0.26, -1.75], [-1.10, -0.68, -2.73], [0.00, -1.00, -3.65], [-1.42, -1.67, -2.35], [-1.92, -0.18, -3.29], [0.79, -1.70, -3.35], [1.01, -2.04, -5.85], [0.77, -0.97, -5.98], [0.25, -0.29, -4.83], [-0.10, 1.10, -5.00], [-0.49, 1.63, -4.11], [0.11, 1.76, -6.21], [-0.11, 2.83, -6.31], [0.62, 1.04, -7.31], [0.77, 1.55, -8.27], [0.93, -0.32, -7.20], [1.31, -0.89, -8.06], [3.44, -1.71, 4.23], [4.20, -1.77, 2.90], [4.48, -0.44, 2.20], [5.33, 0.56, 2.99], [4.76, 1.16, 4.27], [5.29, -0.75, 0.95], [6.45, -1.16, 0.98], [4.63, -0.53, -0.26], [3.28, -0.15, -0.47], [2.83, -0.22, -1.63], [2.60, 0.26, 0.61], [3.12, 0.26, 1.83], [2.55, 0.82, 2.81], [4.08, -1.39, 5.05], [3.06, -2.71, 4.48], [2.59, -1.02, 4.16], [5.16, -2.27, 3.08], [3.61, -2.41, 2.21], [6.29, 0.09, 3.22], [5.50, 1.40, 2.30], [4.51, 0.42, 5.02], [5.51, 1.84, 4.69], [3.86, 1.75, 4.05], [5.14, -0.77, -1.10]]}



(6)
{"formula": "C26H29KN6S", "method": "the ωB97M-V functional and the def2-TZVPD basis", "total_energy_ha": -2334.80303, "homo_lumo_gap_ev": 4.74, "species": ["K", "N", "C", "C", "N", "C", "C", "N", "H", "H", "H", "H", "H", "H", "H", "H", "H", "H", "H", "H", "H", "C", "C", "C", "C", "C", "C", "C", "C", "C", "S", "C", "N", "H", "H", "H", "H", "H", "H", "H", "H", "C", "C", "N", "C", "C", "C", "C", "C", "C", "C", "C", "C", "N", "C", "H", "H", "H", "H", "H", "H", "H", "H"], "coordinates": [[0.68, 0.12, -0.28], [2.25, -0.23, -2.89], [3.49, -0.99, -2.76], [4.31, -0.56, -1.53], [3.62, -0.57, -0.25], [4.43, 0.27, 0.75], [3.75, 0.56, 2.16], [2.42, 1.13, 1.92], [2.55, 0.71, -3.04], [1.70, -0.65, -3.64], [3.24, -2.05, -2.78], [4.16, -0.80, -3.58], [5.17, -1.25, -1.55], [4.69, 0.41, -1.79], [3.42, -1.47, 0.14], [5.39, -0.31, 0.95], [4.76, 1.28, 0.33], [3.80, -0.28, 2.76], [4.38, 1.26, 2.71], [2.01, 1.52, 2.78], [2.34, 1.80, 1.15], [-1.94, 0.83, 2.27], [-2.12, 1.91, 1.34], [-3.39, 2.51, 1.15], [-3.46, 3.65, 0.38], [-2.26, 4.31, -0.05], [-2.27, 5.55, -0.64], [-1.09, 6.24, -0.92], [0.14, 5.52, -0.77], [0.14, 4.14, -0.56], [1.46, 3.26, -1.19], [-1.05, 3.55, 0.10], [-0.99, 2.44, 0.79], [-2.96, 0.35, 2.51], [-1.39, 1.05, 3.16], [-1.40, -0.04, 1.76], [-4.23, 1.97, 1.59], [-4.43, 4.10, 0.10], [-3.20, 5.97, -0.83], [-0.94, 7.30, -1.13], [1.09, 6.04, -0.79], [-0.02, -4.00, 2.99], [0.26, -2.73, 2.54], [-0.29, -2.10, 1.46], [-1.14, -2.90, 0.72], [-1.63, -4.10, 1.28], [-1.11, -4.69, 2.44], [-2.67, -4.85, 0.65], [-3.15, -4.44, -0.54], [-2.62, -3.28, -1.22], [-3.19, -2.91, -2.44], [-2.81, -1.72, -3.02], [-1.72, -1.04, -2.48], [-1.28, -1.30, -1.25], [-1.65, -2.42, -0.59], [0.55, -4.45, 3.84], [0.98, -2.10, 3.09], [-1.41, -5.73, 2.76], [-3.00, -5.77, 1.04], [-3.88, -4.95, -1.17], [-3.92, -3.55, -2.98], [-3.22, -1.38, -3.97], [-1.36, -0.15, -3.03]]}